No. 1
This record from the Open Molecules 2025 dataset describes C3H3BrCl2 as an isolated structure. The level of theory is ωB97M-V with the def2-TZVPD basis set.

```
9
Properties=species:S:1:pos:R:3
C -0.58081 0.87726 1.93292
C 0.15041 0.46224 0.92043
C 0.90995 -0.99171 -2.27981
Cl -0.36276 0.57527 -0.72867
Cl 0.46367 -2.50073 -1.70857
Br 0.06125 -0.55312 -3.89896
H -0.22039 0.78311 2.93953
H -1.55029 1.32713 1.80785
H 1.12897 0.02056 1.01529
```

Computed properties:
**E_HOMO**: -8.83 eV
**Spin multiplicity**: 1
**Energy above the lowest of the compared OMol25 structures with the same formula, charge and spin**: 69.01 kcal per mole

Löwdin atomic charge list, values in e, 5 entries: number 1, C, carries -0.0652; number 2, C, carries -0.5853; number 3, C, carries -1.2008; number 4, Cl, carries 0.6409; number 5, Cl, carries 0.4991

***

No. 2
This record from the Open Molecules 2025 dataset describes a 4-piece molecular cluster, C16H43FN3O6P2 overall. The level of theory is ωB97M-V with the def2-TZVPD basis set.

```
71
Properties=species:S:1:pos:R:3
N -2.11889 -2.01199 3.02336
C -3.47342 -2.06800 2.76703
N -3.94406 -2.28317 1.48943
C -3.08306 -1.87077 0.35628
C -2.57063 -0.43872 0.48740
C -2.17214 0.15247 -0.85287
F -3.28617 0.68922 -1.49121
N -4.36244 -1.94943 3.72292
P -6.12075 -2.12305 3.45282
P -6.63969 -0.00118 3.54071
O -8.01256 0.15328 4.01789
O -5.46524 0.64935 4.42045
O -6.32580 0.42265 2.02906
H -1.89754 -2.25392 3.98484
H -1.64863 -1.13865 2.79257
H -4.18818 -3.26869 1.41119
H -3.74429 -1.91920 -0.51397
H -2.25718 -2.57394 0.19364
H -3.33810 0.20237 0.93801
H -1.67431 -0.39412 1.11147
H -1.74469 -0.61449 -1.51168
H -1.42939 0.94427 -0.73059
H -4.00844 -1.76490 4.65380
H -6.39019 -2.32922 4.81855
H -5.41456 1.61537 4.42473
H -6.03860 1.33204 1.87649
C -0.68132 -0.73892 -4.76964
C 0.16407 0.29023 -4.03903
O 1.11232 -0.26773 -3.13847
C 2.09142 -1.11208 -3.73408
C 2.96040 -0.42133 -4.76894
H -1.16896 -1.41146 -4.06096
H -1.45090 -0.23439 -5.35436
H -0.09142 -1.34538 -5.45693
H -0.47751 0.91515 -3.41525
H 0.65163 0.95709 -4.75697
H 1.62018 -2.00202 -4.16437
H 2.70925 -1.45090 -2.90206
H 2.39415 -0.12204 -5.65110
H 3.74616 -1.10111 -5.09937
H 3.42757 0.46848 -4.34458
C 2.37918 0.56643 2.92139
C 1.47081 -0.63705 3.05678
O 0.53494 -0.74986 1.98403
C 1.12105 -0.84610 0.68347
C 2.02006 -2.05171 0.50095
H 1.79211 1.47982 2.80945
H 3.01748 0.66963 3.79879
H 3.02636 0.48170 2.04828
H 0.86177 -0.56180 3.96037
H 2.06149 -1.55390 3.14543
H 1.66055 0.07389 0.44053
H 0.27922 -0.91091 -0.00539
H 2.91460 -1.99592 1.12142
H 2.34057 -2.10091 -0.53914
H 1.48938 -2.97339 0.74603
C 4.74233 2.13884 -2.26241
C 3.97834 1.52175 -1.10474
O 4.30298 2.06795 0.16427
C 4.05640 3.45580 0.32228
C 2.59941 3.84817 0.14505
H 5.81657 2.08433 -2.08312
H 4.51543 1.59831 -3.18222
H 4.47523 3.18407 -2.42158
H 4.22753 0.46262 -1.01908
H 2.89834 1.58357 -1.28949
H 4.69090 4.04054 -0.35204
H 4.38161 3.67859 1.33859
H 2.25338 3.69686 -0.87829
H 2.47134 4.90474 0.38246
H 1.96260 3.26278 0.81167
```

Computed properties:
**E_HOMO**: -11.47 eV
**Spin multiplicity**: 1
**Net charge**: +1

Löwdin atomic charge list, values in e, 5 entries: number 1, N, carries 0.1967; number 2, C, carries -0.4305; number 3, N, carries 0.0257; number 4, C, carries -0.1556; number 5, C, carries -0.1662

***

No. 3
This record from the Open Molecules 2025 dataset describes a 2-piece molecular cluster, C4H10N2 overall. The level of theory is ωB97M-V with the def2-TZVPD basis set.

```
16
Properties=species:S:1:pos:R:3
H 1.91339 0.09888 -1.44273
N 1.02197 -0.10973 -1.84180
C 0.09918 0.76888 -1.70122
N -1.08032 0.53571 -2.57119
H 0.12127 1.83567 -1.37413
H -0.93687 -0.41072 -3.02427
H -2.06265 0.84115 -2.39706
C -1.20830 -0.11107 1.75283
C 0.00211 -0.55233 1.61563
C 1.15687 -0.54403 2.68006
H -1.89885 -0.13123 0.86742
H -1.76976 -0.18257 2.65740
H 0.44509 -0.87984 0.60698
H 1.86386 -1.32398 2.54337
H 0.75990 -0.59559 3.68707
H 1.67390 0.39767 2.68313
```

Computed properties:
**E_HOMO**: -9.28 eV
**SMILES string**: [H]/N=C/N.C=CC
**Spin multiplicity**: 1
**Energy above the lowest of the compared OMol25 structures with the same formula, charge and spin**: 53.04 kcal per mole

Löwdin atomic charge list, values in e, 5 entries: number 1, H, carries 0.0243; number 2, N, carries 0.0420; number 3, C, carries -0.3322; number 4, N, carries 0.0009; number 5, H, carries 0.1172

***

Number 1: largest force on an atom 0.0284 Eh/bohr. Number 2: largest force on an atom 0.0181 Eh/bohr. Number 3: largest force on an atom 0.0947 Eh/bohr.